ORCA calculation (the ωB97M-V functional and the def2-TZVPD basis) on C8H14N4O5 in the gas phase at a distorted geometry.

The calculation puts the relative energy (zero: lowest compared OMol25 entry of this formula, charge and spin) at 0.1535 eV. Its SMILES is NC(=O)C[C@H](NC(=O)[C@@H](N)CC(N)=O)C(=O)O. The gap between HOMO and LUMO comes out at 9.786 eV. The value obtained for the HOMO energy is -9.46 eV. The calculation puts the largest force on an atom at 1.7 eV/A.

CARTESIAN COORDINATES (ANGSTROEM)
O -0.506432 -1.543403 -1.362890
H 0.349808 3.327597 -1.113399
H -3.734461 -2.343137 -0.042280
H 3.444586 -1.065653 -0.320209
N 3.870440 1.288484 0.712662
H 4.624119 1.012838 0.078553
O -4.344467 -0.594957 1.582568
C 2.703532 0.615139 0.801512
N 1.740760 -2.801795 -0.416498
H -2.577407 1.242653 1.510561
H 2.345740 -0.036978 -1.213022
H 4.068158 1.980041 1.375932
O -1.846592 3.234196 -0.728154
H -1.775365 0.413780 -1.314487
C 1.406301 -1.499631 0.113841
H 1.144266 -3.485870 0.030325
H 0.164819 0.556933 0.949951
H 1.342167 -1.565064 1.195068
H 1.473655 -2.806542 -1.408714
H -2.408268 -1.496347 -0.785036
C -1.096583 2.294835 -0.669686
C 0.057710 -0.983508 -0.414975
N -0.446264 0.095680 0.210249
N -3.250920 -1.456290 -0.202199
C 2.521391 -0.494341 -0.231337
C -1.535755 0.858149 -0.352083
C -2.789517 0.859465 0.510670
C -3.507224 -0.468291 0.690131
O 0.217633 2.399595 -0.923779
H -3.509772 1.562444 0.092817
O 1.853942 0.899981 1.643894

Cartesian forces, eV/Å:
O 0.32 0.38 0.48
H 0.27 0.66 -0.19
H 0.28 0.64 -0.02
H 0.08 -0.01 0.06
N 0.46 -1.06 -1.29
H -0.73 0.10 0.47
O 0.68 0.16 -0.73
C -0.39 -0.14 -0.09
N -0.11 0.01 -0.49
H 0.08 -0.09 0.00
H -0.01 0.05 0.13
H 0.19 1.01 0.96
O 0.23 -0.22 0.02
H 0.04 -0.05 -0.27
C -0.04 0.39 -0.13
H -0.01 -0.16 -0.08
H -0.80 -0.87 -1.13
H -0.02 0.00 0.23
H 0.11 -0.15 0.45
H -0.42 0.12 0.30
C -0.61 -0.20 0.07
C -0.24 -0.33 -0.34
N 0.95 0.70 1.06
N 0.17 -0.69 -0.26
C -0.09 0.11 0.10
C -0.02 0.33 0.12
C -0.02 0.13 0.20
C -0.68 -0.16 0.67
O -0.06 -0.52 0.14
H -0.05 -0.05 -0.11
O 0.45 -0.11 -0.33

ORCA calculation (the ωB97M-V functional and the def2-TZVPD basis) on 5 unconnected molecules or ions with the total composition CH13N2O4 at a distorted geometry.

The calculation puts the relative energy (zero: lowest compared OMol25 entry of this formula, charge and spin) at 0.7627 eV. The gap between HOMO and LUMO comes out at 11.597 eV. The value obtained for the HOMO energy is -14.40 eV. The calculation puts the largest force on an atom at 1.7 eV/A. As for the charge: +1.

CARTESIAN COORDINATES (ANGSTROEM)
H 1.880920 0.555370 0.792290
H -1.389190 -2.438236 -0.383514
H -3.168314 0.183529 0.029234
H 2.587246 2.343236 2.702778
N 0.343446 -1.534778 -0.992829
H -1.954500 0.907653 0.034518
N -0.239854 -3.676747 -1.570051
H 1.691645 2.591305 1.514382
C -0.483998 -2.533711 -0.966564
O -2.212316 -0.009438 -0.118308
O 2.044238 -0.414027 0.782416
H 0.612143 -3.894054 -2.061648
H 1.302620 -1.517839 -1.327761
H -0.865549 -4.466844 -1.457124
H -2.345693 4.202405 -0.476900
H 2.973284 -0.339784 1.041924
O 2.371882 1.977768 1.854292
H -1.510450 4.867171 0.499852
H 0.285312 -0.816591 -0.277694
O -1.922880 4.013610 0.380712

Cartesian forces, eV/Å:
H -0.20 -0.76 0.29
H -0.08 0.15 -0.07
H 0.56 -1.06 -0.24
H 0.31 0.13 0.78
N 0.39 0.92 0.65
H 0.91 0.11 -0.07
N -0.57 -0.66 0.02
H 0.50 -0.26 0.22
C 0.87 -0.47 -0.12
O -1.40 0.95 0.34
O 0.32 0.98 -0.40
H 0.14 0.31 -0.01
H -0.27 -0.67 -0.29
H -0.02 0.40 -0.04
H -0.09 -0.57 0.35
H -0.02 -0.62 0.06
O -0.85 0.75 -0.93
H 0.45 0.35 0.65
H -0.61 -0.11 -0.15
O -0.34 0.13 -1.03

ORCA calculation (the ωB97M-V functional and the def2-TZVPD basis) on 19 unconnected molecules or ions with the total composition H38O19 at a distorted geometry.

The calculation puts the relative energy (zero: lowest compared OMol25 entry of this formula, charge and spin) at 9.0027 eV. The gap between HOMO and LUMO comes out at 10.408 eV. The value obtained for the HOMO energy is -10.65 eV. The calculation puts the largest force on an atom at 13.0 eV/A.

CARTESIAN COORDINATES (ANGSTROEM)
H 2.151664 -0.747604 3.554517
O 2.081291 -2.704728 -2.609613
O -4.720114 1.973347 1.206112
H -2.529275 1.040504 -0.635048
O -2.087078 3.035508 2.207191
H 2.845485 -3.303697 -2.540456
H 1.284714 -1.171731 -1.651763
O 0.671032 -1.414768 1.688015
H 0.014438 -4.288551 -2.604169
O 0.317308 -1.417413 -1.433262
O 1.967795 2.610813 3.572355
H -0.023500 1.675928 1.531921
H -4.025309 -1.660401 -2.697232
H 0.843330 4.568876 -1.307147
H 2.267332 -0.547859 2.231629
O 0.478494 4.401150 -0.438553
O -0.787166 -4.411445 -3.182313
H -2.126012 -0.139348 0.201079
H 1.013822 1.983155 -1.860263
H 0.220648 3.168482 1.359218
O -1.596961 -3.643334 -0.407931
O 4.422364 1.191263 0.650400
H -4.796420 -1.129297 1.947960
O 0.982902 -3.959185 1.556017
O -0.812932 3.954688 -2.548925
H 0.092948 -1.370426 -2.348392
H -4.662853 1.062194 1.322357
O -3.322292 -1.980679 -3.003510
H 3.668212 -0.153502 -2.248725
H -4.118560 2.189752 0.541135
H -2.242777 2.972996 3.028100
H 3.548963 1.322095 0.200628
H -1.067466 3.985296 -1.620751
H 0.978631 -4.995224 1.596099
O -3.751689 -1.135754 1.808391
H -0.713374 -3.462458 -0.556857
H 1.286217 2.313112 -0.316693
H 0.746987 5.176319 0.013443
O -2.713699 0.546450 0.183576
H -2.864528 3.031722 1.732570
H -1.230492 -3.612509 -2.861051
H -2.613374 -1.921794 -2.169346
H 0.823003 -2.275695 2.058103
H 1.892080 1.665553 3.678680
O 0.591558 2.266847 1.025004
H -0.082483 3.529973 -2.789327
H 2.230595 2.718413 2.678568
O 2.579347 -0.179141 3.005577
H 4.812036 -1.154085 -1.603336
H 4.308669 0.978191 1.447606
H 0.588730 -1.499521 0.838714
H -3.299869 -0.637932 2.441467
O 1.676430 2.047903 -1.264421
H 2.539421 -1.897448 -2.288794
H -1.807666 -4.536734 -0.856988
H -0.050788 -3.860708 1.806486
O 4.035512 -1.058529 -2.170850

Cartesian forces, eV/Å:
H -1.67 -2.32 3.34
O 0.96 -0.59 0.04
O -2.08 2.53 1.57
H 0.16 -0.39 0.40
O 5.01 0.91 -8.16
H -0.48 0.02 -0.35
H -2.28 -0.53 1.71
O 0.31 1.93 7.52
H -0.50 -0.60 -1.18
O 2.32 1.46 0.31
O -0.42 0.64 1.49
H 0.90 0.29 -0.81
H -9.25 4.19 4.08
H 0.10 -0.22 -0.39
H -1.05 -0.74 -3.38
O -0.04 -0.03 0.00
O 1.25 0.75 1.59
H 2.40 -2.98 0.06
H -3.42 -0.44 -2.55
H 1.01 -2.21 -1.11
O -3.68 -2.53 -0.30
O 0.51 2.84 -11.06
H 3.78 0.15 0.04
O -4.03 -3.40 1.09
O -5.89 3.12 0.08
H -1.30 -0.32 -1.22
H 0.53 -2.44 0.07
O 12.35 -3.92 -0.67
H 1.17 -0.42 0.58
H 1.24 0.10 -1.70
H -2.06 -0.68 9.61
H 1.11 -0.14 0.82
H 0.96 -0.43 -0.17
H 0.57 2.75 -0.16
O -4.53 -1.89 -1.44
H 3.04 0.51 -0.61
H 0.36 -0.93 -2.52
H 0.28 1.28 1.13
O -2.02 3.48 -1.15
H -2.72 -0.20 -1.16
H -0.67 -0.17 -0.61
H -3.06 -0.31 -3.19
H 0.34 -0.49 0.01
H 0.17 -0.56 -0.12
O -2.19 1.62 2.59
H 4.54 -2.90 -0.71
H 0.33 0.06 -1.28
O 2.98 3.30 0.35
H -0.40 0.89 0.04
H -1.77 -2.72 10.15
H -0.81 -0.92 -7.91
H 0.50 1.36 1.83
O 3.41 0.63 4.34
H 0.26 -0.82 -0.47
H 0.71 2.22 0.96
H 3.18 -0.12 -1.06
O -0.43 0.33 -0.39

ORCA calculation (the ωB97M-V functional and the def2-TZVPD basis) on C6H13N in the gas phase.

The calculation puts the relative energy (zero: lowest compared OMol25 entry of this formula, charge and spin) at 1.1377 eV. Its SMILES is CCCN1C[C@H]1C. The gap between HOMO and LUMO comes out at 10.333 eV. The value obtained for the HOMO energy is -9.10 eV. The calculation puts the largest force on an atom at 0.4 eV/A.

CARTESIAN COORDINATES (ANGSTROEM)
H 0.441407 2.951777 -2.194891
H -0.499517 -2.770758 -0.279426
H -0.122675 1.646337 -0.118264
N 0.416028 -0.904578 0.251765
C -0.619748 -1.143406 1.223435
H -0.921099 1.861375 -2.509501
C 0.144042 1.900828 -2.255445
H -1.052364 -0.406368 -1.200901
H -1.196230 -0.828473 3.300209
C 0.032059 -0.296867 -1.005722
H 0.519760 -0.442179 2.996644
C -0.483864 -0.446144 2.563959
H -0.749997 0.605957 2.381896
H 0.701636 1.437681 -3.078001
H -1.652911 -1.074860 0.873134
H 0.824043 -2.914753 0.972399
H 1.481460 1.218505 -0.689343
C 0.417807 1.173077 -0.949274
C 0.070461 -2.276580 0.517817
H 0.561215 -0.793199 -1.829310

Cartesian forces, eV/Å:
H -0.06 -0.12 -0.04
H -0.06 0.03 0.44
H 0.06 -0.04 -0.14
N 0.01 0.09 -0.04
C -0.29 0.14 0.05
H 0.13 0.04 0.00
C -0.02 0.05 -0.08
H 0.18 -0.03 0.01
H 0.11 -0.07 -0.04
C 0.01 0.02 -0.15
H -0.07 -0.26 -0.21
C -0.02 -0.12 0.05
H 0.07 -0.22 0.09
H -0.08 0.09 0.08
H 0.10 0.26 -0.22
H 0.01 0.24 0.05
H -0.13 0.05 -0.06
C 0.01 0.04 0.02
C 0.05 -0.24 0.10
H 0.01 0.05 0.11

ORCA calculation (the ωB97M-V functional and the def2-TZVPD basis) on C4H9N in the gas phase at a distorted geometry.

The calculation puts the relative energy (zero: lowest compared OMol25 entry of this formula, charge and spin) at 1.0182 eV. Its SMILES is CC1(N)CC1. The gap between HOMO and LUMO comes out at 10.273 eV. The value obtained for the HOMO energy is -9.15 eV. The calculation puts the largest force on an atom at 2.3 eV/A.

CARTESIAN COORDINATES (ANGSTROEM)
C -0.109435 -0.134619 -0.127760
H -0.480036 1.883135 -0.893896
C -0.259763 1.326902 0.040143
C -0.463876 -1.023577 1.029041
H -0.047444 -1.444033 -1.642349
H 0.200150 -1.944258 1.047167
N -0.578116 -0.595861 -1.427735
H -1.527335 -1.489615 1.065016
H -0.347923 -0.477645 1.980305
H 1.709202 0.561647 0.886599
H 1.792537 0.833335 -0.847356
H -0.214880 0.172360 -2.035699
H -0.785313 1.672488 0.933677
C 1.112235 0.659741 -0.007154

Cartesian forces, eV/Å:
C -1.69 -0.77 -0.38
H -0.13 -0.33 0.85
C -0.11 0.72 -0.52
C -0.85 -1.99 0.86
H -0.16 0.22 -0.34
H -0.48 1.10 0.08
N 1.16 0.61 -0.27
H 1.54 1.21 -0.54
H 0.16 -0.31 -0.32
H -0.17 0.00 0.38
H -0.67 0.03 -0.06
H -0.58 -1.30 -0.06
H 0.68 0.16 -0.18
C 1.30 0.66 0.50

ORCA calculation (the ωB97M-V functional and the def2-TZVPD basis) on 2 unconnected molecules or ions with the total composition C6H13NO2 at a distorted geometry.

The calculation puts the relative energy (zero: lowest compared OMol25 entry of this formula, charge and spin) at 2.4961 eV. Its SMILES is CC(=O)N(C)C.CC=O. The gap between HOMO and LUMO comes out at 9.557 eV. The value obtained for the HOMO energy is -8.78 eV. The calculation puts the largest force on an atom at 4.3 eV/A.

CARTESIAN COORDINATES (ANGSTROEM)
H 0.660133 1.682133 -1.953830
C -1.114161 0.076007 -1.205241
H 1.939752 -2.907953 0.403465
H -1.835683 1.361932 2.500693
C 1.047603 1.167520 -1.071887
C -1.803029 1.059600 1.453911
H 1.794554 -0.539516 1.059835
H -0.764114 -0.413602 -2.114993
C 0.899578 -1.086469 0.702417
N 0.024436 0.416286 -0.337340
O -0.033585 -1.247803 1.569397
H -1.818420 -0.569021 -0.686946
H -2.269742 0.081092 1.372638
O 0.520342 1.622568 1.615576
C 1.316846 -2.234648 -0.188731
H 1.958437 -1.877032 -0.999207
H 0.443243 -2.771072 -0.560640
H 1.798939 0.464178 -1.435593
H 1.579216 1.916896 -0.490962
H -2.371201 1.765546 0.843743
C -0.360509 1.033765 1.033161
H -1.612635 0.999591 -1.509466

Cartesian forces, eV/Å:
H -0.34 -0.05 0.06
C 0.27 0.16 0.24
H -0.17 0.07 0.19
H 0.07 0.07 -0.17
C 0.47 -0.01 -0.33
C 0.07 -0.47 0.11
H -0.37 0.87 -0.59
H 0.10 -0.10 0.16
C -1.26 -2.11 3.51
N -0.37 1.13 0.97
O 1.64 -0.09 -1.96
H 0.09 -0.08 0.01
H 0.08 -0.05 -0.07
O -0.96 -0.62 -0.59
C -0.39 0.63 -0.62
H -0.17 -0.10 -0.15
H 0.13 -0.05 -0.06
H 0.03 -0.04 -0.03
H -0.25 -0.20 0.45
H 0.13 0.03 -0.02
C 1.39 1.03 -1.08
H -0.19 -0.04 -0.04